*i*
{
  "formula": "C5H6N4",
  "method": "ωB97M-V with the def2-TZVPD basis set",
  "multiplicity": 1,
  "species": ["C", "C", "C", "C", "C", "N", "N", "N", "N", "H", "H", "H", "H", "H", "H"],
  "xyz": [[2.577, -0.138, 0.298], [-1.377, -0.417, 0.200], [-0.796, 0.523, 0.989], [0.452, -1.804, -0.228], [1.379, 0.356, -0.073], [3.646, -0.554, 0.558], [-0.744, -1.554, -0.035], [0.547, 0.578, 1.034], [0.901, 0.727, -1.354], [-2.467, -0.258, -0.022], [-1.313, 1.196, 1.555], [1.003, -2.580, 0.073], [1.024, 0.754, 1.980], [-0.108, 0.467, -1.375], [1.428, 0.321, -2.047]],
  "lowdin_charge": [-0.25, -0.22, -0.14, 0.09, -0.38, 0.15, 0.02, 0.04, 0.11, 0.13, 0.08, 0.03, 0.19, 0.08, 0.06]
}

*ii*
{
  "formula": "C5H6N4",
  "method": "ωB97M-V with the def2-TZVPD basis set",
  "smiles": "C1=NC2(CCN=N2)N=C1",
  "multiplicity": 1,
  "species": ["C", "N", "C", "C", "C", "N", "N", "N", "C", "H", "H", "H", "H", "H", "H"],
  "xyz": [[1.990, 0.643, -1.059], [1.396, -0.302, -0.436], [0.142, 0.146, -0.106], [-1.017, -0.857, -0.134], [-1.314, -1.149, 1.366], [-0.535, -0.162, 2.103], [0.245, 0.486, 1.454], [-0.097, 1.454, -0.730], [0.983, 1.720, -1.319], [3.056, 0.580, -1.432], [-0.599, -1.635, -0.637], [-1.760, -0.502, -0.763], [-2.512, -1.014, 1.524], [-0.999, -2.071, 1.997], [1.022, 2.664, -1.827]],
  "lowdin_charge": [-0.08, 0.11, -0.54, -0.08, -0.17, -0.03, 0.11, 0.13, -0.12, 0.12, 0.07, 0.09, 0.15, 0.14, 0.10]
}

Stability order, top to bottom: *ii*, *i*

*i*
{
  "formula": "C3H6N4O2",
  "method": "ωB97M-V with the def2-TZVPD basis set",
  "multiplicity": 1,
  "species": ["C", "C", "C", "H", "H", "H", "H", "H", "H", "N", "N", "N", "N", "O", "O"],
  "xyz": [[-1.714, 0.148, 0.143], [1.115, -0.176, -0.644], [2.557, -0.211, -0.259], [-3.495, 0.749, -0.667], [-2.918, -0.739, -1.383], [-0.551, 0.905, 1.274], [-1.351, -1.843, 1.440], [0.827, 0.864, -1.143], [4.001, 1.472, 0.517], [-2.911, -0.064, -0.539], [-1.395, 1.194, 0.749], [-0.919, -1.200, 0.299], [0.500, -1.203, 0.099], [3.073, 1.145, -0.126], [3.182, -1.041, 0.242]],
  "lowdin_charge": [-0.55, -0.05, -0.55, 0.08, 0.13, 0.06, 0.28, 0.15, 0.25, 0.09, 0.12, -0.07, 0.03, -0.11, 0.12]
}

*ii*
{
  "formula": "C3H6N4O2",
  "method": "ωB97M-V with the def2-TZVPD basis set",
  "smiles": "C[C@H]1N=NCN1[N+](=O)[O-]",
  "multiplicity": 1,
  "species": ["C", "C", "N", "N", "C", "N", "N", "O", "O", "H", "H", "H", "H", "H", "H"],
  "xyz": [[1.452, -1.176, -0.121], [0.512, -0.244, 0.601], [1.197, 1.009, 0.908], [0.660, 1.915, 0.301], [-0.406, 1.540, -0.568], [-0.640, 0.101, -0.227], [-1.793, -0.432, 0.167], [-2.727, 0.189, -0.324], [-1.860, -1.388, 0.880], [2.053, -1.789, 0.530], [2.034, -0.718, -0.891], [0.753, -1.825, -0.575], [0.065, -0.731, 1.438], [-1.301, 2.157, -0.475], [0.002, 1.393, -1.644]],
  "lowdin_charge": [-0.02, -0.35, 0.09, 0.02, -0.11, -0.01, -0.43, 0.05, 0.10, 0.08, 0.08, 0.07, 0.13, 0.12, 0.17]
}

Stability order, top to bottom: *ii*, *i*

*i*
{
  "formula": "C4H14NOS2",
  "method": "ωB97M-V with the def2-TZVPD basis set",
  "total_charge": 1,
  "multiplicity": 1,
  "species": ["N", "C", "C", "S", "S", "C", "C", "H", "H", "H", "H", "H", "H", "H", "H", "H", "H", "H", "H", "H", "H", "O"],
  "xyz": [[-3.018, 0.104, 0.199], [-1.835, -0.307, 1.121], [-0.898, 0.850, 1.380], [0.221, 1.483, 0.124], [1.525, 0.158, -0.672], [2.534, -0.738, 0.626], [2.608, -2.227, 0.170], [-2.832, -0.258, -0.784], [-3.941, -0.124, 0.619], [-3.152, 1.117, 0.134], [-1.313, -1.109, 0.569], [-2.383, -0.638, 2.021], [-0.264, 0.651, 2.287], [-1.524, 1.727, 1.465], [3.545, -0.288, 0.745], [2.185, -0.512, 1.628], [3.615, -2.616, 0.349], [2.492, -2.309, -0.913], [1.972, -2.824, 0.842], [-1.618, -1.382, -2.438], [-2.144, -0.122, -3.028], [-2.158, -0.616, -2.198]],
  "lowdin_charge": [0.15, -0.17, -0.55, 0.48, 0.47, -0.53, -0.17, 0.09, 0.17, 0.15, 0.12, 0.13, 0.10, 0.06, 0.08, 0.06, 0.07, 0.05, 0.08, 0.09, 0.09, -0.03]
}

*ii*
{
  "formula": "C4H14NOS2",
  "method": "ωB97M-V with the def2-TZVPD basis set",
  "total_charge": 1,
  "multiplicity": 1,
  "species": ["N", "C", "C", "S", "S", "C", "C", "H", "H", "H", "H", "H", "H", "H", "H", "H", "H", "H", "H", "H", "H", "O"],
  "xyz": [[-2.151, -1.993, 1.536], [-0.687, -2.255, 1.502], [-0.006, -1.521, 0.344], [0.845, -0.011, 0.830], [0.950, 1.061, -0.786], [2.630, 1.779, -0.950], [2.464, 2.587, -2.249], [-2.525, -0.947, 1.502], [-2.650, -2.344, 0.744], [-2.611, -2.404, 2.544], [-0.411, -3.288, 1.393], [-0.207, -1.935, 2.554], [-0.742, -1.238, -0.522], [0.778, -2.321, 0.035], [2.977, 2.546, -0.240], [3.378, 0.996, -1.091], [3.101, 2.271, -3.103], [3.127, 3.529, -2.032], [1.452, 2.992, -2.397], [-3.102, 1.497, 0.621], [-3.543, 0.465, -0.576], [-3.068, 0.535, 0.340]],
  "lowdin_charge": [0.12, -0.27, -0.58, 0.46, 0.48, -0.55, -0.22, 0.16, 0.13, 0.27, 0.11, 0.17, 0.10, 0.11, 0.08, 0.08, 0.08, 0.10, 0.05, 0.10, 0.12, -0.12]
}

Stability order, top to bottom: *i*, *ii*

*i*
{
  "formula": "C2H4S3",
  "method": "ωB97M-V with the def2-TZVPD basis set",
  "multiplicity": 1,
  "species": ["C", "C", "S", "S", "S", "H", "H", "H", "H"],
  "xyz": [[-4.366, -0.112, -0.151], [-0.420, 1.187, 0.790], [-4.012, 1.246, 0.571], [-4.700, -1.352, -1.059], [-0.503, -0.560, 1.341], [-0.021, 1.733, 1.648], [-1.321, 1.612, 0.552], [0.329, 1.281, 0.016], [-0.845, -0.880, 0.077]],
  "lowdin_charge": [-1.36, -0.49, 0.71, 0.70, 0.60, 0.03, -0.08, 0.03, -0.15]
}

*ii*
{
  "formula": "C2H4S3",
  "method": "ωB97M-V with the def2-TZVPD basis set",
  "multiplicity": 1,
  "species": ["C", "C", "S", "S", "S", "H", "H", "H", "H"],
  "xyz": [[-0.056, 1.167, 1.079], [-0.523, 0.001, 0.291], [-1.105, 2.059, 2.058], [-3.966, 1.193, 3.018], [1.600, 1.623, 0.738], [-0.037, -0.862, 0.553], [-0.203, -0.036, -0.781], [-1.586, -0.272, 0.599], [2.075, 0.719, -0.130]],
  "lowdin_charge": [-1.18, -0.22, 0.55, -0.05, 0.78, 0.04, 0.10, 0.10, -0.12]
}

Stability order, top to bottom: *i*, *ii*

*i*
{
  "formula": "C4H10NO3",
  "method": "ωB97M-V with the def2-TZVPD basis set",
  "total_charge": 1,
  "multiplicity": 1,
  "species": ["C", "C", "C", "C", "N", "O", "O", "O", "H", "H", "H", "H", "H", "H", "H", "H", "H", "H"],
  "xyz": [[1.485, -1.703, 0.062], [1.126, -0.608, -0.689], [-1.274, -0.435, 0.385], [-0.165, -0.044, -0.612], [-0.515, 0.866, -1.449], [-2.057, 0.672, 0.513], [-1.900, -1.505, -0.319], [0.851, 1.561, 1.078], [2.534, -1.997, -0.017], [0.801, -2.182, 0.747], [1.889, -0.250, -1.542], [-1.081, -0.793, 1.434], [-1.387, 1.327, -1.194], [-0.014, 0.974, -2.318], [0.674, 2.292, 0.447], [-2.910, 0.289, 0.815], [-2.566, -1.819, 0.341], [1.208, 1.792, 1.919]],
  "lowdin_charge": [0.15, -0.09, -0.42, -0.24, 0.27, 0.03, 0.03, -0.02, 0.09, 0.08, 0.18, 0.18, 0.15, 0.16, 0.08, 0.15, 0.13, 0.06]
}

*ii*
{
  "formula": "C4H10NO3",
  "method": "ωB97M-V with the def2-TZVPD basis set",
  "total_charge": 1,
  "smiles": "C[C@@H](O)[C@H]([NH3+])C(=O)O",
  "multiplicity": 1,
  "species": ["C", "C", "O", "C", "N", "C", "O", "O", "H", "H", "H", "H", "H", "H", "H", "H", "H", "H"],
  "xyz": [[-2.126, -0.237, -0.219], [-0.726, 0.156, -0.653], [-0.399, 1.544, -0.582], [0.466, -0.635, -0.026], [0.522, -0.270, 1.414], [1.696, -0.158, -0.788], [1.806, -0.131, -1.966], [2.599, 0.336, 0.088], [-2.396, -1.121, -0.794], [-2.828, 0.570, -0.404], [-2.216, -0.500, 0.843], [-0.647, -0.053, -1.707], [-0.992, 1.997, 0.027], [0.198, -1.667, -0.210], [0.952, -0.990, 1.966], [-0.418, -0.113, 1.780], [1.147, 0.527, 1.579], [3.363, 0.744, -0.348]],
  "lowdin_charge": [0.00, -0.38, 0.01, -0.12, 0.25, -0.48, 0.20, 0.12, 0.10, 0.10, 0.08, 0.15, 0.11, 0.18, 0.18, 0.16, 0.17, 0.16]
}

Stability order, top to bottom: *ii*, *i*

*i*
{
  "formula": "C6H13NOS2",
  "method": "ωB97M-V with the def2-TZVPD basis set",
  "smiles": "CN(C)C1=CS(C)(C)(=O)S1",
  "multiplicity": 1,
  "species": ["C", "N", "C", "C", "C", "S", "C", "C", "O", "S", "H", "H", "H", "H", "H", "H", "H", "H", "H", "H", "H", "H", "H"],
  "xyz": [[2.612, -1.006, 0.522], [2.059, 0.278, 0.165], [2.962, 1.400, 0.126], [0.725, 0.446, 0.161], [-0.216, -0.533, 0.357], [-1.801, 0.171, 0.235], [-2.748, -1.408, 0.227], [-2.453, 0.785, -1.373], [-2.367, 0.873, 1.358], [-0.035, 1.947, -0.147], [3.688, -0.982, 0.366], [2.411, -1.254, 1.569], [2.184, -1.788, -0.108], [3.400, 1.588, 1.111], [3.763, 1.204, -0.590], [2.406, 2.281, -0.188], [-0.118, -1.591, 0.488], [-3.808, -1.184, 0.239], [-2.483, -1.982, -0.653], [-2.492, -1.955, 1.127], [-3.406, 0.310, -1.571], [-2.561, 1.859, -1.286], [-1.722, 0.542, -2.134]],
  "lowdin_charge": [-0.05, -0.23, -0.08, -0.77, -0.31, 0.65, -0.18, -0.20, -0.41, 0.70, 0.09, 0.10, 0.09, 0.10, 0.09, 0.03, 0.06, 0.06, 0.06, 0.06, 0.05, 0.05, 0.06]
}

*ii*
{
  "formula": "C6H13NOS2",
  "method": "ωB97M-V with the def2-TZVPD basis set",
  "smiles": "C[N+](C)(C)CCOC(=S)[S-]",
  "multiplicity": 1,
  "species": ["C", "N", "C", "C", "C", "C", "O", "C", "S", "S", "H", "H", "H", "H", "H", "H", "H", "H", "H", "H", "H", "H", "H"],
  "xyz": [[-1.294, -0.310, 0.864], [-0.636, -0.329, -0.467], [-0.417, 1.072, -0.921], [-1.536, -0.993, -1.432], [0.644, -1.047, -0.320], [1.672, -0.598, 0.753], [2.115, 0.727, 0.441], [1.775, 1.753, 1.246], [2.032, 3.278, 0.640], [0.934, 1.637, 2.784], [-0.664, 0.057, 1.687], [-1.549, -1.330, 1.143], [-2.212, 0.282, 0.853], [0.427, 1.104, -1.639], [-1.308, 1.460, -1.393], [-0.146, 1.725, -0.074], [-0.922, -1.265, -2.324], [-2.322, -0.325, -1.799], [-2.038, -1.900, -1.078], [1.155, -0.986, -1.300], [0.456, -2.098, -0.135], [1.281, -0.657, 1.785], [2.552, -1.258, 0.687]],
  "lowdin_charge": [-0.02, -0.36, 0.01, -0.01, -0.11, -0.18, -0.23, -1.40, 0.50, 0.43, 0.02, 0.11, 0.12, 0.13, 0.10, 0.07, 0.12, 0.11, 0.11, 0.14, 0.14, 0.07, 0.14]
}

Stability order, top to bottom: *ii*, *i*